Record 1
The following is a quantum chemistry calculation of an isolated molecule of C4H6O2, from the OMol25 dataset.

Structure (ORCA input):
```
! RIJCOSX wB97M-V def2-TZVPD def2/J DEFGRID3
* xyz 0 1
O -0.573 1.208 -1.508
C -0.246 1.252 -0.201
C -0.379 0.187 0.714
C -0.310 -1.204 0.151
O 0.769 -0.962 -0.748
C 1.261 0.181 -0.022
H -0.252 0.336 -1.811
H -0.303 2.274 0.188
H -0.510 0.418 1.767
H -0.004 -1.899 0.944
H -1.184 -1.594 -0.376
H 1.730 -0.196 0.902
*
```

The calculation puts the total energy at -8335.5993 eV. The value obtained for the HOMO energy is -8.517 eV. As for the SMILES: O[C@H]1[C@H]2CO[C@@H]12. As for the energy relative to the best compared isomer or geometry (same formula, charge and spin): 112.12 kcal/mol.

Charges per atom according to Löwdin partitioning, unit e:
1. O 0.028
2. C -0.230
3. C -0.141
4. C -0.193
5. O -0.180
6. C -0.020
7. H 0.105
8. H 0.152
9. H 0.133
10. H 0.127
11. H 0.123
12. H 0.097

---

Record 2
The following is a quantum chemistry calculation of a cluster of 10 separate species, H20O10 in total, from the OMol25 dataset.

Structure (ORCA input):
```
! RIJCOSX wB97M-V def2-TZVPD def2/J DEFGRID3
* xyz 0 1
H -0.445 -0.316 0.394
H 0.872 -0.971 0.012
H 1.935 0.912 2.573
H 0.848 -0.025 3.074
H 2.817 -1.247 1.245
H 3.345 -1.682 -0.112
H -2.152 1.989 0.406
H -1.668 1.445 -0.928
H -4.473 0.728 1.520
H -4.483 0.146 0.116
H -1.334 -3.915 -0.115
H -1.122 -2.445 0.209
H -1.238 4.529 -1.996
H -0.651 3.160 -2.296
H -3.683 -1.898 -0.802
H -4.999 -1.137 -0.829
H 4.164 1.828 1.340
H 3.794 1.581 -0.113
H 3.360 -2.365 -1.690
H 4.309 -1.225 -1.357
O 0.466 -0.109 0.160
O 0.998 0.713 2.472
O 2.770 -1.032 0.307
O -2.221 1.220 -0.171
O -4.127 0.877 0.632
O -0.728 -3.315 0.335
O -0.975 3.705 -1.570
O -4.622 -1.996 -0.607
O 4.538 1.819 0.452
O 4.002 -1.769 -2.091
*
```

The calculation puts the total energy at -20797.3412 eV. The value obtained for the HOMO energy is -9.983 eV. As for the SMILES: O.O.O.O.O.O.O.O.O.O. As for the energy relative to the best compared isomer or geometry (same formula, charge and spin): 121.56 kcal/mol.

Charges per atom according to Löwdin partitioning, unit e:
1. H 0.007
2. H 0.000
3. H 0.026
4. H 0.042
5. H 0.067
6. H 0.016
7. H 0.058
8. H 0.026
9. H 0.056
10. H 0.003
11. H 0.039
12. H 0.012
13. H 0.041
14. H 0.040
15. H 0.035
16. H 0.025
17. H 0.023
18. H 0.029
19. H 0.033
20. H 0.023
21. O -0.092
22. O -0.052
23. O -0.048
24. O -0.091
25. O -0.072
26. O -0.050
27. O -0.051
28. O -0.044
29. O -0.059
30. O -0.040

---

Record 3
The following is a quantum chemistry calculation of a structure of composition C47H33Co2N2O5P, from the OMol25 dataset.

Structure (ORCA input):
```
! RIJCOSX wB97M-V def2-TZVPD def2/J DEFGRID3
* xyz 0 1
C 5.729 -3.359 4.130
C 5.460 -2.627 5.292
C 4.663 -1.483 5.236
C 4.140 -1.033 3.999
C 3.448 0.251 3.832
N 2.555 0.317 2.842
C 2.143 1.259 2.066
C 2.856 2.444 1.850
N 3.337 3.468 1.528
C 3.737 1.376 4.714
C 5.003 1.487 5.343
C 5.312 2.581 6.144
C 4.362 3.587 6.350
C 3.095 3.480 5.758
C 2.794 2.404 4.922
C 4.301 -1.854 2.867
C 5.155 -2.959 2.915
H 6.383 -4.233 4.169
H 5.897 -2.934 6.243
H 4.450 -0.919 6.146
H 1.243 1.081 1.370
H 5.744 0.701 5.185
H 6.298 2.634 6.608
H 4.609 4.436 6.986
H 2.342 4.251 5.934
H 1.814 2.351 4.442
H 3.777 -1.591 1.948
H 5.381 -3.503 1.997
O -1.763 0.384 3.620
C -2.437 0.750 2.754
Co -3.366 1.281 1.344
C -5.091 1.076 1.611
O -6.237 0.961 1.719
C -3.530 3.013 1.493
O -3.660 4.161 1.522
C -1.988 1.622 -0.016
C -0.693 1.140 0.094
C 0.610 1.671 0.186
C 1.450 1.376 -1.011
C 2.232 2.393 -1.584
C 2.930 2.156 -2.766
C 2.897 0.889 -3.358
C 2.159 -0.140 -2.768
C 1.447 0.101 -1.590
Co -1.861 -0.195 0.020
C -0.827 -1.515 0.422
O -0.187 -2.443 0.711
C -3.253 -1.004 0.807
O -3.930 -1.878 1.189
P -2.549 -0.704 -1.954
C -1.594 -2.088 -2.674
C -0.721 -1.894 -3.752
C 0.003 -2.973 -4.263
C -0.149 -4.250 -3.715
C -1.001 -4.439 -2.622
C -1.714 -3.360 -2.093
C -4.280 -1.303 -2.100
C -4.658 -2.354 -2.949
C -6.007 -2.710 -3.061
C -6.984 -2.020 -2.336
C -6.612 -0.956 -1.511
C -5.269 -0.595 -1.405
C -2.504 0.575 -3.280
C -3.507 0.673 -4.257
C -3.399 1.607 -5.289
C -2.307 2.477 -5.342
C -1.323 2.412 -4.352
C -1.420 1.470 -3.326
H -2.262 2.318 -0.818
H 0.635 2.742 0.437
H 2.263 3.370 -1.091
H 3.497 2.967 -3.231
H 3.439 0.706 -4.287
H 2.135 -1.138 -3.214
H 0.861 -0.698 -1.123
H -0.616 -0.901 -4.192
H 0.678 -2.813 -5.104
H 0.396 -5.095 -4.139
H -1.123 -5.430 -2.185
H -2.383 -3.511 -1.241
H -3.906 -2.899 -3.519
H -6.291 -3.526 -3.726
H -8.034 -2.304 -2.417
H -7.361 -0.397 -0.950
H -4.993 0.264 -0.786
H -4.371 0.011 -4.211
H -4.173 1.649 -6.054
H -2.224 3.204 -6.152
H -0.464 3.084 -4.372
H -0.642 1.417 -2.556
*
```

The calculation puts the total energy at -147028.2693 eV. The value obtained for the HOMO energy is -6.420 eV. As for the energy relative to the best compared isomer or geometry (same formula, charge and spin): 0.00 kcal/mol.

Charges per atom according to Löwdin partitioning, unit e:
1. C -0.074
2. C -0.073
3. C -0.039
4. C -0.164
5. C -0.139
6. N 0.166
7. C -0.113
8. C -0.194
9. N 0.203
10. C -0.156
11. C -0.028
12. C -0.067
13. C -0.067
14. C -0.060
15. C -0.023
16. C -0.011
17. C -0.067
18. H 0.106
19. H 0.107
20. H 0.119
21. H 0.063
22. H 0.113
23. H 0.109
24. H 0.106
25. H 0.111
26. H 0.119
27. H 0.114
28. H 0.107
29. O 0.116
30. C -0.133
31. Co 0.018
32. C -0.173
33. O 0.116
34. C -0.164
35. O 0.135
36. C -0.232
37. C -0.216
38. C -0.141
39. C -0.242
40. C -0.046
41. C -0.084
42. C -0.094
43. C -0.079
44. C -0.047
45. Co -0.013
46. C -0.164
47. O 0.133
48. C -0.280
49. O 0.108
50. P 1.117
51. C -0.330
52. C -0.081
53. C -0.085
54. C -0.081
55. C -0.071
56. C -0.107
57. C -0.339
58. C -0.082
59. C -0.075
60. C -0.077
61. C -0.060
62. C -0.098
63. C -0.305
64. C -0.062
65. C -0.075
66. C -0.080
67. C -0.067
68. C -0.094
69. H 0.086
70. H 0.136
71. H 0.105
72. H 0.105
73. H 0.100
74. H 0.097
75. H 0.089
76. H 0.102
77. H 0.106
78. H 0.104
79. H 0.108
80. H 0.119
81. H 0.106
82. H 0.104
83. H 0.105
84. H 0.109
85. H 0.077
86. H 0.101
87. H 0.105
88. H 0.105
89. H 0.107
90. H 0.090

---

Record 4
The following is a quantum chemistry calculation of the ion C8H14NOS with charge +1, from the OMol25 dataset.

Structure (ORCA input):
```
! RIJCOSX wB97M-V def2-TZVPD def2/J DEFGRID3
* xyz 1 1
C -1.487 2.034 -0.393
C -2.504 1.160 -0.185
C -0.073 2.100 0.142
C 2.082 -1.712 -0.474
C 2.709 -0.557 0.354
C -2.427 -0.049 0.538
C -0.108 -0.517 -0.189
C 0.551 0.713 0.513
N 0.637 -1.806 0.054
O 2.024 0.688 0.233
S -3.428 -1.355 0.090
H -1.634 2.904 -0.972
H -3.301 1.292 -0.802
H 0.561 2.574 -0.603
H 0.122 2.900 0.883
H 1.972 -1.468 -1.531
H 2.490 -2.699 -0.342
H 2.684 -0.909 1.398
H 3.770 -0.321 0.039
H -1.882 -0.053 1.450
H -0.270 -0.317 -1.267
H 0.465 0.588 1.644
H 0.144 -2.505 -0.572
H 0.637 -2.076 0.964
H -3.735 -0.611 -0.971
*
```

The calculation puts the total energy at -22884.8030 eV. The value obtained for the HOMO energy (spin up / spin down) is -11.433 / -11.379 eV. As for the energy relative to the best compared isomer or geometry (same formula, charge and spin): 73.38 kcal/mol.

Charges per atom according to Löwdin partitioning, unit e:
1. C -0.024
2. C -0.181
3. C -0.098
4. C -0.058
5. C -0.171
6. C -0.487
7. C -0.089
8. C -0.272
9. N 0.053
10. O -0.128
11. S 0.889
12. H 0.107
13. H 0.069
14. H 0.122
15. H 0.142
16. H 0.135
17. H 0.126
18. H 0.126
19. H 0.158
20. H 0.066
21. H 0.129
22. H 0.157
23. H 0.202
24. H 0.120
25. H -0.092

---

Record 5
The following is a quantum chemistry calculation of a structure of composition C15H17FeN3O5S4, from the OMol25 dataset.

Structure (ORCA input):
```
! RIJCOSX wB97M-V def2-TZVPD def2/J DEFGRID3
* xyz -2 5
Fe -0.324 -0.006 -0.714
C -0.707 4.193 0.345
C -0.736 2.696 0.593
O -0.714 1.978 -0.456
C -0.807 2.233 1.895
C -0.876 0.854 2.258
C -1.015 0.525 3.723
N -0.828 -0.098 1.377
N -0.960 -1.385 1.904
C -0.938 -2.263 0.937
O -0.813 -2.042 -0.305
C -1.108 -3.694 1.364
C -1.334 -4.663 0.391
C -1.499 -5.995 0.748
C -1.427 -6.376 2.081
C -1.191 -5.413 3.056
C -1.035 -4.082 2.700
H -1.722 4.559 0.172
H -0.129 4.391 -0.558
H -0.283 4.738 1.191
H -0.808 2.959 2.698
H -1.018 1.437 4.319
H -0.198 -0.124 4.041
H -1.935 -0.035 3.900
H -1.365 -4.341 -0.642
H -1.678 -6.739 -0.020
H -1.550 -7.417 2.359
H -1.125 -5.704 4.098
H -0.856 -3.316 3.442
O 0.125 2.338 -3.766
S 0.228 0.947 -4.223
O 1.623 0.441 -4.027
O -0.179 0.760 -5.607
S -1.009 -0.254 -3.090
S 2.165 -0.562 -0.380
C 2.458 1.056 -0.750
N 2.552 1.612 -1.927
C 2.450 3.075 -1.927
C 3.136 3.534 -0.656
S 2.672 2.244 0.534
H 2.192 1.131 -2.819
H 1.392 3.346 -1.940
H 2.904 3.473 -2.833
H 2.766 4.504 -0.327
H 4.223 3.570 -0.756
*
```

The calculation puts the total energy at -108270.8829 eV. Its expectation value of S² is 6.017. The value obtained for the HOMO energy (spin up / spin down) is -1.413 / -1.409 eV.

Charges per atom according to Löwdin partitioning, unit e:
1. Fe 0.472
2. C -0.038
3. C -0.516
4. O -0.147
5. C -0.073
6. C -0.349
7. C -0.065
8. N -0.039
9. N 0.050
10. C -0.512
11. O -0.158
12. C -0.133
13. C -0.026
14. C -0.107
15. C -0.134
16. C -0.116
17. C -0.044
18. H 0.074
19. H 0.063
20. H 0.064
21. H 0.076
22. H 0.054
23. H 0.068
24. H 0.067
25. H 0.114
26. H 0.089
27. H 0.082
28. H 0.085
29. H 0.099
30. O -0.447
31. S 0.054
32. O -0.465
33. O -0.460
34. S 0.255
35. S 0.604
36. C -1.121
37. N -0.029
38. C -0.242
39. C -0.440
40. S 0.905
41. H 0.047
42. H 0.090
43. H 0.122
44. H 0.066
45. H 0.064